Molecular formula: C4H7N
Method: DFT, ωB97M-V with the def2-TZVPD basis set

Computed properties:
spin multiplicity: 1
LUMO level: 0.56 eV
relative energy (zero: lowest compared OMol25 entry of this formula, charge and spin): 62.5 kcal per mole

Positions of all 12 atoms, in Å:
C1 -0.337952 -1.806927 -0.856115
N1 0.165408 -0.656003 -1.147116
C2 0.322626 0.282858 -0.125366
C3 1.194766 0.078249 0.929087
C4 -0.651742 1.414903 -0.115072
H1 -0.168156 -2.301650 0.164997
H2 -1.214647 -2.220863 -1.473097
H3 1.729543 -0.859178 0.994203
H4 1.530434 0.857436 1.593333
H5 -1.646059 1.093415 -0.317508
H6 -0.500410 1.683317 0.960928
H7 -0.423810 2.434445 -0.608275

Forces on atoms 1 to 6 (eV/Å):
C -0.73 0.62 0.62
N -2.85 -1.30 -0.35
C 3.25 -0.79 2.38
C -0.90 0.15 -2.31
C 1.80 2.45 1.42
H -0.57 0.87 -1.03

Results of the Mulliken charge analysis, in e, for atoms 1 through 6: -0.2919 -0.4443 0.6184 -0.8751 -0.8416 0.2486



Molecular formula: C4H6ORb
Method: DFT, ωB97M-V with the def2-TZVPD basis set

Computed properties:
spin multiplicity: 1
LUMO level: -3.78 eV
relative energy (zero: lowest compared OMol25 entry of this formula, charge and spin): 63.4 kcal per mole
charge: +1

Positions of all 12 atoms, in Å:
O1 1.864019 1.014149 1.241848
Rb1 3.814404 -0.349262 -1.217993
C1 0.763135 1.213473 1.727694
C2 -0.460764 0.250726 1.555759
H1 -0.628008 0.328938 2.703659
H2 -0.146484 -0.790901 1.436611
H3 -1.293286 0.833390 1.133706
H4 0.536573 2.206665 2.159868
C3 -0.118422 -1.086984 -1.936147
C4 -1.159124 -1.283312 -2.669201
H5 -1.134080 -1.675016 -3.692600
H6 -2.037966 -0.661864 -2.443200

Forces on atoms 1 to 6 (eV/Å):
O -0.39 -0.14 0.68
Rb -0.39 0.11 0.27
C -0.32 -0.63 -2.85
C 1.99 2.06 4.29
H -0.75 -0.60 -1.38
H -0.58 0.41 -1.01

Results of the Mulliken charge analysis, in e, for atoms 1 through 6: -0.4762 0.9657 0.1103 -0.9078 0.3379 0.2832



Molecular formula: C17H45N2O5PSi
Method: DFT, ωB97M-V with the def2-TZVPD basis set

Computed properties:
spin multiplicity: 1
LUMO level: 0.37 eV

Positions of all 71 atoms, in Å:
C1 -0.491945 3.441924 2.311414
C2 -1.572217 2.452363 2.820589
O1 -2.659620 2.315281 1.915877
C3 -2.550460 1.192186 1.057596
C4 -1.526563 1.447746 -0.081601
O2 -1.902271 0.717428 -1.220752
C5 -0.818607 0.494389 -2.109602
Si1 -0.106446 2.087009 -2.904082
P1 -1.645128 3.724223 -2.924247
O3 -1.757244 4.284378 -4.305258
O4 -3.144407 3.212281 -2.474785
O5 -1.232855 4.920698 -1.859122
H1 0.180200 2.844364 1.687248
H2 -0.952749 4.163147 1.637371
H3 0.055335 3.918296 3.118185
H4 -1.973784 2.876806 3.742068
H5 -1.151925 1.467572 3.037576
H6 -2.298154 0.276143 1.592544
H7 -3.519375 1.122075 0.564262
H8 -1.547179 2.536941 -0.232375
H9 -0.529529 1.154070 0.271780
H10 0.008194 0.018923 -1.559002
H11 -1.118848 -0.202363 -2.892534
H12 0.507940 1.897755 -4.222132
H13 0.947058 2.559756 -1.968552
H14 -3.223084 3.335999 -1.524209
H15 -0.558118 4.611137 -1.250719
C6 6.982885 1.403551 1.128511
C7 5.510714 1.316588 1.501721
N1 4.621448 1.800845 0.461146
C8 3.248368 1.955253 0.908922
C9 2.483904 0.694199 1.320845
C10 4.791917 1.192137 -0.848980
C11 4.622725 -0.327175 -0.963034
H16 7.261440 2.425018 0.866754
H17 7.594195 1.092544 1.976560
H18 7.235023 0.749609 0.292584
H19 5.355804 1.934512 2.390274
H20 5.282533 0.281269 1.797782
H21 2.671356 2.472205 0.135398
H22 3.252923 2.643180 1.760736
H23 2.165703 0.111778 0.455754
H24 1.571616 0.975921 1.854070
H25 3.066677 0.050251 1.979333
H26 5.788796 1.453358 -1.212168
H27 4.109718 1.683738 -1.547748
H28 5.107020 -0.861870 -0.144979
H29 5.075022 -0.678273 -1.893068
H30 3.574002 -0.620815 -0.990684
C12 -0.563485 -4.055643 0.024287
C13 -1.965132 -4.469756 0.447852
N2 -2.905660 -3.365228 0.485629
C14 -4.165229 -3.706909 1.128873
C15 -5.055158 -4.761543 0.463276
C16 -3.011851 -2.588444 -0.740376
C17 -3.425682 -3.320819 -2.021451
H31 -0.171667 -3.273220 0.676640
H32 0.106622 -4.914246 0.085370
H33 -0.534308 -3.696569 -1.005747
H34 -1.897866 -4.888993 1.455385
H35 -2.304674 -5.285873 -0.207669
H36 -4.744992 -2.789701 1.264988
H37 -3.931598 -4.049721 2.141999
H38 -5.575934 -4.364356 -0.406702
H39 -5.821656 -5.091865 1.167654
H40 -4.493812 -5.644774 0.157218
H41 -2.045721 -2.108843 -0.917271
H42 -3.697911 -1.756213 -0.566729
H43 -2.923585 -4.283215 -2.131581
H44 -3.162223 -2.714941 -2.891596
H45 -4.500486 -3.487478 -2.067316

Forces on atoms 1 to 6 (eV/Å):
C -0.35 -1.38 -0.72
C 0.08 1.06 0.22
O 0.32 -0.46 0.08
C 0.07 0.74 -0.96
C -0.35 -0.18 1.01
O 0.07 -0.14 -0.02

Results of the Mulliken charge analysis, in e, for atoms 1 through 6: -0.6636 -0.2846 -0.4679 -0.8924 0.6656 -0.2029



Molecular formula: C16H27Br2InNO13
Method: DFT, ωB97M-V with the def2-TZVPD basis set

Computed properties:
spin multiplicity: 1
LUMO level: -10.09 eV
charge: +1

Positions of all 60 atoms, in Å:
In1 3.008895 -2.546090 3.595120
C1 3.969085 0.332410 0.560170
C2 5.023405 -0.813260 0.325910
O1 4.824065 -1.932310 1.170160
H1 4.529315 1.267340 0.572460
H2 3.447365 0.385060 1.515760
H3 3.410845 0.284090 -0.374780
H4 6.023665 -0.428840 0.525400
H5 5.171315 -1.083450 -0.719670
N1 0.713295 -0.709740 1.396970
O2 1.353795 -1.726040 1.331560
O3 -0.035645 -0.442080 0.528380
O4 0.885335 0.021050 2.315620
Br1 -3.438535 -4.976020 0.345730
C3 -2.469335 -3.331900 0.976160
C4 -3.120585 -2.036020 0.488350
Br2 -4.754615 -1.760600 1.446930
H6 -1.437015 -3.501670 0.670220
H7 -2.451005 -3.340870 2.065970
H8 -3.355755 -2.032370 -0.575980
H9 -2.411545 -1.211810 0.566110
C5 -3.231255 1.227150 2.069300
C6 -2.942355 2.756190 1.970500
C7 -3.698685 3.676050 2.952730
O5 -2.880375 3.618600 4.121010
C8 -1.652425 3.508060 3.696550
O6 -0.660375 3.814510 4.406320
O7 -1.645765 3.109030 2.406170
H10 -4.127035 0.891400 1.546850
H11 -3.146495 0.881650 3.099620
H12 -2.454065 0.694960 1.520800
H13 -3.168655 3.129980 0.971920
H14 -4.714335 3.280800 2.934740
H15 -3.624915 4.610500 2.396440
C9 1.122235 3.313870 -1.480880
C10 0.286815 2.026040 -1.570770
C11 -1.224425 2.289850 -1.371080
O8 -1.803735 1.829990 -2.498590
C12 -0.927925 1.279770 -3.347150
O9 -1.255425 0.864750 -4.473740
O10 0.318805 1.310280 -2.803070
H16 0.726185 4.101800 -2.121510
H17 2.185565 3.074930 -1.462760
H18 0.872285 3.817930 -0.547310
H19 0.501485 1.327440 -0.762080
H20 -1.572395 3.322820 -1.371110
H21 -1.634545 1.811950 -0.481400
C13 2.291935 -1.731140 -3.315590
C14 1.929775 -2.317900 -1.976390
C15 0.525705 -2.894410 -1.925370
O11 0.656455 -4.088750 -1.178260
C16 1.902185 -4.412840 -1.158990
O12 2.371725 -5.376270 -0.592090
O13 2.657075 -3.381980 -1.698030
H22 3.253405 -1.229360 -3.424620
H23 1.596095 -0.960110 -3.646400
H24 2.210075 -2.579300 -3.995310
H25 2.028805 -1.670730 -1.104920
H26 0.269125 -3.147680 -2.954010
H27 -0.226895 -2.196690 -1.558090

Forces on atoms 1 to 6 (eV/Å):
In -0.23 0.12 -0.35
C 2.04 0.46 -0.01
C -2.99 -2.69 2.50
O 0.54 3.01 -2.34
H -0.08 0.19 -0.40
H -0.32 -0.80 -0.32

Results of the Mulliken charge analysis, in e, for atoms 1 through 6: 1.0337 -0.4290 -0.2588 -0.2538 0.4323 0.2539



no.,HOMO-LUMO gap (eV),energy (eV),highest occupied orbital energy (Ha)
1,9.39,-5748.7069,-0.32455
2,9.21,-6937.9958,-0.47751
3,8.66,-48742.9328,-0.30466
4,1.92,-190377.0060,-0.44134